A) Density functional theory data (ωB97M-V with the def2-TZVPD basis set) for C6H14 as an isolated structure.

Output
Frontier orbital gap in eV: 8.0
Total charge: 0
LUMO in eV: 1.1030
HOMO in eV: -6.86
Spin multiplicity: 1

Each line ends with the natural charge from an NBO analysis.
Cartesian coordinates (Å):
C: 2.613 0.042 -0.344  -0.629
C: 1.311 -0.668 -0.092  -0.495
C: 0.051 -0.021 0.024  0.060
C: -0.043 1.449 -0.296  -0.646
C: -1.182 -0.852 -0.266  -0.426
C: -2.492 -0.448 0.401  -0.611
H: 2.991 0.639 0.501  0.203
H: 3.379 -0.705 -0.569  0.225
H: 2.552 0.710 -1.213  0.204
H: 1.295 -1.754 -0.085  0.212
H: 0.675 -0.309 1.134  0.389
H: -0.247 0.214 1.716  -0.250
H: -0.949 1.903 0.113  0.230
H: 0.823 2.001 0.075  0.231
H: -0.058 1.527 -1.391  0.223
H: -0.959 -1.903 -0.054  0.215
H: -1.273 -0.775 -1.359  0.222
H: -2.762 0.591 0.185  0.204
H: -3.305 -1.083 0.033  0.214
H: -2.421 -0.559 1.486  0.226


B) Density functional theory data (ωB97M-V with the def2-TZVPD basis set) for a 2-piece molecular cluster, C6H14 overall.

Output
Frontier orbital gap in eV: 4.4
Total charge: 0
LUMO in eV: -0.5384
HOMO in eV: -4.96
Spin multiplicity: 1

Each line ends with the natural charge from an NBO analysis.
Cartesian coordinates (Å):
C: -0.063 1.981 0.769  -0.615
C: 1.112 1.211 0.117  -0.396
C: 0.750 -0.232 -0.190  -0.711
C: -0.096 -0.845 -1.251  -0.096
C: -1.585 -0.726 -1.071  -0.142
C: -0.770 -2.401 -1.188  -0.744
H: 0.284 2.851 1.217  0.191
H: -0.579 1.536 1.671  0.192
H: -0.826 2.219 -0.027  0.180
H: 1.383 1.715 -0.797  0.186
H: 1.969 1.386 0.740  0.203
H: 2.194 1.427 3.746  -0.005
H: 0.847 -0.852 0.671  0.181
H: 0.205 -0.683 -2.306  0.211
H: -2.066 -0.548 -0.017  0.248
H: 1.702 1.172 3.367  0.004
H: -2.327 -0.582 -1.902  0.201
H: -0.709 -2.757 -0.131  0.261
H: 0.170 -2.925 -1.656  0.347
H: -1.594 -2.946 -1.762  0.304


Stability, highest: A)


A) Density functional theory data (ωB97M-V with the def2-TZVPD basis set) for a 2-piece molecular cluster, C6H14 overall.

Output
Frontier orbital gap in eV: 5.7
Total charge: 0
LUMO in eV: -0.9641
HOMO in eV: -6.68
Spin multiplicity: 1

Each line ends with the natural charge from an NBO analysis.
Cartesian coordinates (Å):
C: 2.507 0.492 -0.107  -0.598
C: 1.654 -0.780 -0.015  -0.489
C: 0.254 -0.524 -0.487  -0.023
C: -0.755 0.254 0.237  -0.351
C: -1.934 0.529 -0.685  -0.523
C: -1.315 -0.530 1.440  -0.557
H: 2.589 0.830 -1.141  0.217
H: 2.008 1.287 0.452  0.200
H: 3.532 0.407 0.261  0.208
H: 1.664 -1.179 1.010  0.213
H: 2.028 -1.552 -0.689  0.213
H: -0.886 1.226 -2.449  -0.039
H: -0.131 -1.340 -1.094  0.183
H: -0.419 1.210 0.648  0.221
H: -2.590 1.334 -0.341  0.203
H: -2.574 -0.342 -0.818  0.203
H: -1.252 0.918 -1.564  0.088
H: -1.896 -1.427 1.203  0.213
H: -0.518 -0.907 2.087  0.201
H: -1.967 0.095 2.053  0.218


B) Density functional theory data (ωB97M-V with the def2-TZVPD basis set) for one molecule with the formula C6H14.

Output
Frontier orbital gap in eV: 11.9
Total charge: 0
LUMO in eV: 1.1887
HOMO in eV: -10.71
Spin multiplicity: 1
SMILES: CCC(C)CC

Each line ends with the natural charge from an NBO analysis.
Cartesian coordinates (Å):
C: 2.566 0.057 -0.293  -0.611
C: 1.298 -0.715 0.078  -0.394
C: -0.033 0.049 0.277  -0.210
C: -0.080 1.479 -0.256  -0.613
C: -1.210 -0.816 -0.196  -0.386
C: -2.545 -0.363 0.384  -0.608
H: 2.838 0.760 0.502  0.200
H: 3.399 -0.650 -0.396  0.212
H: 2.497 0.621 -1.231  0.204
H: 1.163 -1.567 -0.603  0.196
H: 1.466 -1.157 1.060  0.201
H: -0.158 0.153 1.367  0.183
H: -0.952 1.991 0.165  0.209
H: 0.808 2.038 0.058  0.211
H: -0.144 1.535 -1.349  0.200
H: -1.016 -1.855 0.106  0.198
H: -1.250 -0.827 -1.296  0.195
H: -2.840 0.616 -0.008  0.202
H: -3.347 -1.072 0.157  0.210
H: -2.463 -0.277 1.475  0.200


Stability, highest: B)


A) Density functional theory data (ωB97M-V with the def2-TZVPD basis set) for a 2-piece molecular cluster, C6H14 overall.

Output
Frontier orbital gap in eV: 8.1
Total charge: 0
LUMO in eV: 0.9626
HOMO in eV: -7.09
Spin multiplicity: 1

Each line ends with the natural charge from an NBO analysis.
Cartesian coordinates (Å):
C: -2.349 -1.570 0.547  -0.732
C: -1.402 -0.760 -0.141  -0.171
C: -0.280 -0.084 0.621  -0.435
C: 0.575 0.927 -0.155  -0.211
C: 1.486 1.668 0.826  -0.600
C: 1.404 0.305 -1.281  -0.610
H: -2.100 -1.976 1.523  0.210
H: -1.319 -2.020 -0.397  0.385
H: -3.313 -1.789 0.104  0.220
H: -0.432 -1.727 -1.088  -0.178
H: -1.764 -0.237 -1.026  0.234
H: 0.353 -0.845 1.094  0.220
H: -0.796 0.441 1.438  0.226
H: -0.110 1.665 -0.602  0.191
H: 2.077 2.432 0.309  0.211
H: 0.911 2.162 1.618  0.208
H: 2.187 0.972 1.303  0.202
H: 2.040 1.067 -1.748  0.206
H: 2.055 -0.487 -0.889  0.205
H: 0.777 -0.144 -2.056  0.219


B) Density functional theory data (ωB97M-V with the def2-TZVPD basis set) for C6H14 as an isolated structure.

Output
Frontier orbital gap in eV: 7.8
Total charge: 0
LUMO in eV: 1.1040
HOMO in eV: -6.73
Spin multiplicity: 1

Each line ends with the natural charge from an NBO analysis.
Cartesian coordinates (Å):
C: 2.165 -0.014 -0.248  -0.645
C: 0.904 -0.505 0.435  -0.351
C: -1.024 0.179 -0.098  0.065
C: -0.249 -1.042 -1.123  -0.599
C: -1.710 -0.250 1.154  -0.681
C: -0.684 1.611 -0.220  -0.683
H: 2.046 1.004 -0.635  0.212
H: 2.468 -0.659 -1.081  0.203
H: 2.992 0.003 0.476  0.224
H: 0.993 -1.529 0.822  0.206
H: 0.676 0.137 1.277  0.186
H: 0.540 -1.831 -1.227  0.182
H: -1.159 -1.634 -1.166  0.212
H: -0.148 -0.491 -2.055  0.211
H: -1.794 -1.339 1.253  0.220
H: -2.737 0.138 1.101  0.226
H: -1.272 0.143 2.094  0.184
H: -0.125 1.862 -1.127  0.219
H: -0.155 2.040 0.655  0.179
H: -1.645 2.141 -0.288  0.232


Stability, highest: A)